one) The following is a quantum chemistry calculation of a cluster of 2 separate species, C3H11N in total, from OMol25.

The total charge is 0. The calculation puts the HOMO energy at -9.57 eV. For the LUMO energy, the calculation gives 0.0374 hartree. The gap between HOMO and LUMO is 10.59 eV. Its SMILES is CCN.C.

Last column: Löwdin charge in e.
Element x y z (Å)
C (0.11, -1.47, 0.07)  -0.11
C (1.11, -0.88, -0.95)  -0.35
N (2.37, -0.36, -0.41)  -0.03
H (0.03, -2.54, 0.15)  0.06
H (-0.87, -1.18, -0.32)  0.05
H (0.13, -0.84, 0.97)  0.06
H (0.63, -0.09, -1.54)  0.09
H (1.36, -1.58, -1.74)  0.10
H (2.93, -1.18, -0.19)  0.06
H (2.24, -0.02, 0.54)  0.05
C (-2.04, 2.01, 0.65)  -0.04
H (-3.00, 2.45, 0.44)  0.02
H (-1.94, 2.16, 1.73)  0.02
H (-1.83, 0.97, 0.42)  -0.01
H (-1.22, 2.56, 0.18)  0.02

two) The following is a quantum chemistry calculation of a cluster of 2 separate species, C3H11N in total, from OMol25.

The total charge is 0. The calculation puts the HOMO energy at -9.68 eV. For the LUMO energy, the calculation gives 0.0434 hartree. The gap between HOMO and LUMO is 10.86 eV. Its SMILES is CCN.C.

Last column: Löwdin charge in e.
Element x y z (Å)
C (-1.16, 2.01, -1.50)  -0.07
C (-1.23, 2.70, -0.08)  -0.30
N (-1.47, 4.17, -0.24)  0.00
H (-2.02, 2.21, -2.00)  0.04
H (-1.02, 0.93, -1.40)  0.08
H (-0.27, 2.46, -1.87)  0.05
H (-0.40, 2.56, 0.61)  0.10
H (-2.06, 2.21, 0.29)  0.06
H (-1.38, 4.67, 0.60)  0.04
H (-0.63, 4.39, -0.67)  0.02
C (2.33, -5.61, 1.20)  -0.07
H (1.29, -5.57, 1.84)  0.07
H (2.95, -4.81, 1.35)  -0.04
H (2.87, -6.48, 1.74)  0.03
H (2.19, -5.85, 0.14)  0.01

Stability ranking, top and bottom: one) is the most stable and two) is the least stable.